The following is a quantum chemistry calculation of a structure of composition C53H48IrN3OP3S5 at a distorted geometry, from the OMol25 dataset.

The calculation puts the LUMO energy (spin up / spin down) at -2.6 / -4.7 eV. As for the frontier orbital gap (spin up / spin down): 0.1868 / 0.1757 Eh. Its charge is +1. The spin multiplicity is 5. As for the maximum force: 3.58 eV/Å. As for the total energy: -5407.04275 hartree.

The geometry in XYZ format:
```
114
Properties=species:S:1:pos:R:3:forces:R:3
Ir -0.864 -0.199 0.454 -0.439 2.638 -2.384
C -1.576 2.752 2.145 0.193 -0.186 -0.025
P -2.007 0.959 2.211 0.455 -0.121 0.299
C -3.749 0.931 1.688 0.154 -0.248 -0.191
C -4.345 2.002 1.029 0.046 -0.029 0.104
C -5.658 1.907 0.602 -0.149 0.031 -0.044
C -6.378 0.740 0.789 0.031 0.004 0.002
C -5.767 -0.349 1.394 -0.116 -0.128 0.014
C -4.465 -0.255 1.849 0.039 0.085 -0.015
C -2.057 0.513 3.976 0.164 -0.087 -0.259
C -2.098 1.453 5.002 -0.092 -0.027 -0.150
C -2.144 1.033 6.321 -0.019 0.058 0.096
C -2.152 -0.317 6.629 0.006 -0.005 -0.038
C -2.097 -1.258 5.611 -0.070 -0.042 0.069
C -2.035 -0.844 4.292 0.036 0.044 -0.103
C -1.282 3.041 0.709 -0.022 0.729 0.240
C -1.262 4.225 -0.032 -0.057 -0.590 0.818
C -1.001 3.863 -1.354 0.151 -0.942 -0.404
C -0.877 2.470 -1.375 0.030 0.527 -0.692
C -0.657 1.501 -2.488 0.182 -0.174 0.208
P -1.437 -0.117 -1.983 0.787 0.333 -0.068
C -0.473 -1.406 -2.827 -0.164 -0.087 0.084
C 0.889 -1.490 -2.535 -0.117 0.002 -0.084
C 1.638 -2.551 -3.007 0.053 0.032 -0.005
C 1.039 -3.537 -3.776 -0.103 -0.032 -0.047
C -0.318 -3.468 -4.054 0.128 -0.191 -0.014
C -1.077 -2.419 -3.567 0.026 0.203 0.079
C -3.010 -0.020 -2.905 0.009 -0.295 0.610
C -4.220 0.044 -2.226 0.182 -0.010 0.057
C -5.402 0.172 -2.937 -0.130 0.023 -0.057
C -5.382 0.223 -4.320 -0.019 -0.055 0.135
C -4.176 0.135 -4.996 0.060 0.040 -0.126
C -2.990 0.021 -4.298 0.089 0.061 0.092
N -1.033 2.000 -0.119 0.135 -2.330 1.037
H -0.701 2.926 2.779 -0.125 -0.109 0.061
H -2.383 3.378 2.538 -0.029 -0.184 -0.025
H -3.799 2.910 0.835 0.114 0.124 -0.001
H -6.117 2.756 0.120 -0.065 0.089 -0.071
H -7.409 0.677 0.471 -0.035 -0.023 -0.054
H -6.310 -1.275 1.512 -0.075 -0.072 0.078
H -4.001 -1.099 2.341 -0.015 -0.078 0.018
H -2.098 2.509 4.781 0.022 0.106 -0.018
H -2.178 1.766 7.113 0.014 0.067 0.048
H -2.199 -0.637 7.659 0.003 -0.023 0.080
H -2.102 -2.312 5.845 -0.006 -0.093 0.022
H -1.961 -1.573 3.493 0.049 -0.061 -0.013
H -1.425 5.217 0.338 -0.048 0.201 0.173
H -0.911 4.528 -2.190 -0.048 0.084 -0.274
H 0.411 1.316 -2.650 -0.129 -0.114 -0.100
H -1.092 1.870 -3.422 0.084 -0.188 0.066
H 1.355 -0.729 -1.917 0.020 0.017 0.023
H 2.686 -2.626 -2.761 0.143 0.044 -0.020
H 1.628 -4.358 -4.152 0.038 -0.103 -0.023
H -0.794 -4.242 -4.636 -0.010 -0.074 -0.065
H -2.141 -2.385 -3.762 -0.002 -0.026 -0.035
H -4.231 0.007 -1.144 -0.038 0.009 0.098
H -6.342 0.231 -2.413 -0.123 0.022 0.122
H -6.304 0.324 -4.871 -0.081 -0.002 -0.048
H -4.162 0.155 -6.074 0.020 0.030 -0.166
H -2.047 -0.038 -4.827 0.003 0.002 -0.064
C 2.735 3.406 -0.824 -0.332 -0.422 0.103
P 2.974 1.606 -1.116 0.769 0.909 -0.005
C 3.186 1.471 -2.917 -0.401 -0.265 0.322
C 2.518 2.337 -3.778 0.073 0.058 0.072
C 2.616 2.155 -5.144 -0.074 0.076 -0.091
C 3.336 1.088 -5.658 0.029 0.057 0.002
C 3.986 0.212 -4.801 0.046 -0.064 -0.040
C 3.907 0.396 -3.434 0.012 0.037 0.046
C 4.651 1.248 -0.492 -0.492 -0.252 0.061
C 5.684 2.174 -0.573 -0.089 0.025 -0.056
C 6.950 1.830 -0.134 0.061 0.067 -0.009
C 7.188 0.570 0.390 -0.021 -0.056 0.002
C 6.158 -0.350 0.478 0.119 -0.120 0.027
C 4.892 -0.016 0.034 -0.036 0.056 -0.046
H 3.190 3.997 -1.618 0.082 -0.066 0.021
H 3.173 3.662 0.139 0.008 -0.013 0.032
H 1.664 3.615 -0.788 -0.064 0.076 0.008
H 1.940 3.161 -3.380 -0.063 0.058 -0.019
H 2.131 2.853 -5.810 -0.066 0.019 -0.065
H 3.398 0.947 -6.726 0.024 -0.023 -0.089
H 4.559 -0.609 -5.203 0.041 -0.088 -0.021
H 4.414 -0.277 -2.756 0.074 -0.086 -0.022
H 5.502 3.153 -0.990 0.022 0.143 -0.034
H 7.758 2.543 -0.199 0.039 0.093 -0.024
H 8.180 0.302 0.721 0.082 0.002 0.064
H 6.346 -1.329 0.892 0.012 -0.119 0.028
H 4.076 -0.722 0.093 0.033 -0.116 0.065
N 3.120 -4.139 1.492 0.303 0.063 0.018
C 2.098 -4.980 1.209 0.048 0.136 -0.047
O 2.229 -6.183 1.206 -0.136 -0.151 -0.001
C 0.777 -4.343 0.873 -0.478 -0.175 -0.326
C -0.339 -5.174 0.758 0.180 0.310 0.075
C -1.559 -4.617 0.413 0.205 0.005 -0.072
C -1.631 -3.250 0.211 -0.214 -0.003 -0.101
N -0.573 -2.443 0.332 -0.365 1.067 0.949
C 0.606 -2.992 0.624 0.343 -0.159 0.104
H 3.997 -4.559 1.762 -0.080 0.007 -0.030
H 3.011 -3.151 1.626 -0.084 0.070 0.112
H -0.215 -6.230 0.940 -0.008 -0.124 -0.009
H -2.440 -5.230 0.292 -0.038 0.034 0.013
H -2.562 -2.773 -0.067 -0.045 0.050 0.068
H 1.442 -2.309 0.658 -0.071 0.027 0.060
C 1.396 -1.993 5.342 -0.039 0.160 -0.299
S 1.536 -1.553 3.589 -0.006 0.130 0.117
C 1.578 0.194 3.631 -0.303 -0.077 1.283
C 1.652 0.904 2.472 0.183 1.778 0.316
S 1.622 0.136 0.941 -0.812 -0.371 -0.920
S 1.806 2.647 2.645 0.081 -0.867 -0.078
C 1.511 2.690 4.374 0.347 -2.128 -1.256
S 1.272 4.054 5.230 -0.362 1.791 1.025
S 1.477 1.099 5.115 0.172 -0.338 -0.593
H 1.696 -3.034 5.408 0.005 -0.052 0.040
H 0.367 -1.868 5.669 0.039 0.012 0.067
H 2.065 -1.376 5.932 0.110 -0.057 0.105
```
Forces are in eV/Å.